Molecular formula: C17H23NO4S
Method: DFT, ωB97M-V with the def2-TZVPD basis set

Element x y z (Å)
C1 2.101 -1.553 -3.089
C2 1.177 -0.778 -2.743
C3 -0.175 -1.231 -2.901
C4 -1.010 -1.361 -1.731
C5 -2.301 -1.494 -1.916
C6 -2.980 -1.670 -3.014
C7 -2.301 -1.418 -4.061
C8 -0.661 -1.143 -4.050
H1 -0.062 -0.947 -4.877
H2 -2.575 -1.513 -5.214
H3 -3.861 -2.143 -3.080
H4 -2.755 -1.912 -0.833
S1 -0.275 -1.225 -0.125
O1 0.848 -2.408 -0.034
O2 -1.232 -1.598 0.872
N1 0.146 0.153 0.278
C9 1.424 0.546 -0.428
H5 1.822 1.409 0.089
H6 2.333 -0.467 -0.219
C10 1.412 0.500 -1.830
H7 0.784 1.350 -2.148
H8 2.380 0.869 -2.071
C11 -0.249 0.805 1.338
C12 -0.646 2.232 0.872
O3 0.583 3.126 0.548
O4 -1.815 2.399 0.321
C13 -2.325 3.826 -0.241
H9 -2.485 3.327 -1.220
H10 -3.152 4.081 0.509
H11 -1.494 4.373 -0.224
H12 -1.112 0.371 1.551
C14 0.786 1.073 2.477
H13 1.582 1.476 2.192
H14 0.154 1.710 3.260
C15 1.030 -0.317 3.082
C16 -0.050 -1.202 3.856
H15 0.351 -1.885 4.210
H16 -0.656 -0.447 4.729
H17 -0.925 -1.253 3.206
C17 2.290 -0.357 4.131
H18 2.377 -1.243 4.333
H19 2.993 0.047 3.641
H20 2.045 0.473 4.892
H21 1.225 -0.923 2.257
H22 2.091 -2.432 -3.472
H23 3.165 -1.228 -3.124

Cartesian forces, eV/Å:
C 6.5 3.4 0.1
C -1.8 2.8 4.2
C 1.7 1.3 6.5
C 2.9 1.6 -1.4
C -0.9 -2.7 10.8
C -1.1 -0.1 -1.7
C 7.0 1.2 -9.5
C -8.9 -1.1 -3.6
H 0.3 0.3 -1.7
H -0.2 0.1 2.8
H -3.5 -1.0 0.1
H 0.5 1.7 -2.8
S 1.6 -12.3 1.5
O -3.3 5.5 -1.5
O -2.1 0.2 0.1
N 6.4 1.8 -6.2
C 3.1 -5.2 4.7
H -0.2 0.3 -0.6
H -2.7 2.9 0.2
C -0.9 1.5 -5.2
H -0.4 -0.4 -0.5
H 1.1 0.1 -0.6
C 1.0 7.3 3.7
C 6.3 4.5 -4.2
O -7.5 -4.2 2.1
O 0.5 1.2 1.6
C -2.3 -5.5 1.1
H -0.9 1.6 0.4
H 1.1 -0.3 -1.7
H 3.1 2.7 0.1
H -3.7 -1.9 2.5
C -10.0 -4.8 4.7
H 6.5 3.7 -2.4
H 1.7 -0.9 -1.5
C 0.9 -0.4 3.8
C -8.8 16.9 -5.0
H 6.1 -11.8 5.8
H 2.2 -2.2 -1.8
H 0.3 -1.4 0.0
C -8.2 9.2 -0.8
H 1.4 -9.2 3.2
H 6.0 2.4 -3.6
H 0.2 -2.0 -0.4
H 1.1 -1.3 -1.4
H -1.2 -5.7 -2.6
H -0.6 0.1 0.7

Its total energy is -1414.85889 a.u. For the relative energy (zero: lowest compared OMol25 entry of this formula, charge and spin), the calculation gives 414.5 kcal/mol. Its orbital gap is 9.4835 eV. As for the spin multiplicity: 1. For the HOMO energy, the calculation gives -9.3208 eV.